DFT (the ωB97M-V functional and the def2-TZVPD basis) results for a cluster of 7 separate species, C63H133N7O7 in total.

Atoms and positions in Å:
C (3.49, 5.50, 2.87)
C (2.41, 5.09, 3.86)
C (2.21, 6.16, 4.96)
C (1.09, 5.03, 3.08)
C (0.01, 4.09, 3.65)
C (0.62, 2.74, 4.07)
C (1.81, 2.88, 5.03)
C (1.41, 3.26, 6.44)
C (2.49, 1.51, 5.06)
N (2.81, 3.79, 4.45)
O (3.98, 3.95, 5.23)
H (4.40, 5.80, 3.40)
H (3.72, 4.66, 2.22)
H (3.13, 6.39, 2.36)
H (3.06, 6.21, 5.64)
H (2.16, 7.16, 4.50)
H (1.38, 5.98, 5.64)
H (0.68, 6.04, 3.01)
H (1.25, 4.78, 2.02)
H (-0.43, 4.51, 4.56)
H (-0.81, 3.88, 2.96)
H (0.71, 2.05, 3.24)
H (-0.12, 2.31, 4.76)
H (0.84, 2.45, 6.93)
H (0.74, 4.11, 6.59)
H (2.24, 3.38, 7.14)
H (1.73, 0.76, 5.28)
H (3.37, 1.45, 5.70)
H (2.88, 1.19, 4.08)
H (4.63, 3.43, 4.74)
C (2.75, -0.92, -7.93)
C (2.95, 0.61, -7.82)
C (4.45, 0.92, -7.99)
C (2.11, 1.11, -9.01)
C (1.88, 2.63, -8.97)
C (1.16, 2.91, -7.63)
C (2.00, 2.45, -6.43)
C (3.21, 3.43, -6.24)
C (1.09, 2.69, -5.19)
N (2.35, 1.05, -6.56)
O (2.69, 0.32, -5.43)
H (1.73, -1.23, -7.69)
H (3.07, -1.23, -8.92)
H (3.45, -1.47, -7.30)
H (5.03, 0.66, -7.11)
H (4.89, 0.52, -8.90)
H (4.56, 2.01, -8.01)
H (2.58, 0.85, -9.96)
H (1.15, 0.59, -9.01)
H (2.83, 3.15, -8.97)
H (1.27, 2.92, -9.83)
H (0.25, 2.30, -7.63)
H (0.93, 3.97, -7.57)
H (4.10, 2.85, -5.98)
H (3.11, 4.05, -5.34)
H (3.32, 4.06, -7.11)
H (1.63, 2.32, -4.31)
H (0.18, 2.08, -5.15)
H (0.83, 3.73, -5.05)
H (2.07, -0.42, -5.41)
C (8.80, 1.70, -2.61)
C (7.55, 2.45, -3.10)
C (7.99, 3.87, -3.59)
C (7.08, 1.82, -4.42)
C (6.19, 0.61, -4.11)
C (5.06, 0.96, -3.13)
C (5.55, 1.52, -1.78)
C (4.29, 2.15, -1.16)
C (6.02, 0.42, -0.80)
N (6.55, 2.54, -2.06)
O (6.83, 3.42, -1.01)
H (8.61, 0.63, -2.73)
H (9.62, 1.84, -3.32)
H (9.04, 1.94, -1.58)
H (7.18, 4.42, -4.09)
H (8.22, 4.59, -2.80)
H (8.82, 3.74, -4.28)
H (6.64, 2.43, -5.20)
H (7.95, 1.29, -4.82)
H (5.70, 0.20, -4.99)
H (6.76, -0.22, -3.67)
H (4.46, 0.12, -2.78)
H (4.39, 1.66, -3.63)
H (3.48, 1.44, -1.00)
H (3.83, 2.91, -1.81)
H (4.58, 2.69, -0.26)
H (6.28, 0.94, 0.13)
H (6.96, 0.00, -1.15)
H (5.24, -0.32, -0.67)
H (6.31, 4.21, -1.20)
C (1.14, 1.09, 0.77)
C (0.50, 0.65, -0.55)
C (0.64, 1.80, -1.57)
C (1.21, -0.55, -1.14)
C (0.82, -1.89, -0.53)
C (-0.69, -2.07, -0.71)
C (-1.49, -0.89, -0.09)
C (-2.90, -1.02, -0.73)
C (-1.67, -1.20, 1.41)
N (-0.95, 0.41, -0.42)
O (-1.60, 1.44, 0.30)
H (2.23, 1.07, 0.70)
H (0.79, 2.07, 1.10)
H (0.87, 0.47, 1.62)
H (0.38, 2.75, -1.11)
H (1.67, 1.87, -1.92)
H (0.04, 1.59, -2.46)
H (1.10, -0.58, -2.23)
H (2.27, -0.46, -0.90)
H (1.32, -2.74, -1.01)
H (1.18, -2.02, 0.49)
H (-1.04, -3.01, -0.26)
H (-0.87, -2.28, -1.77)
H (-2.88, -0.65, -1.75)
H (-3.54, -0.27, -0.24)
H (-3.31, -2.03, -0.65)
H (-2.16, -2.16, 1.58)
H (-2.23, -0.36, 1.83)
H (-0.72, -1.17, 1.94)
H (-2.04, 1.94, -0.40)
C (-3.53, -1.74, 5.16)
C (-4.12, -2.86, 6.03)
C (-5.60, -3.14, 5.70)
C (-3.33, -4.13, 5.65)
C (-3.33, -5.22, 6.72)
C (-2.85, -4.69, 8.08)
C (-3.62, -3.42, 8.55)
C (-5.00, -3.82, 9.20)
C (-2.76, -2.71, 9.59)
N (-3.91, -2.54, 7.42)
O (-4.65, -1.41, 7.82)
H (-4.11, -0.83, 5.01)
H (-2.54, -1.53, 5.56)
H (-3.30, -2.10, 4.15)
H (-5.79, -3.22, 4.63)
H (-6.07, -3.97, 6.23)
H (-6.16, -2.27, 6.06)
H (-3.87, -4.59, 4.81)
H (-2.35, -3.89, 5.25)
H (-4.35, -5.55, 6.89)
H (-2.72, -6.05, 6.35)
H (-1.77, -4.51, 8.15)
H (-3.06, -5.54, 8.73)
H (-4.86, -4.48, 10.06)
H (-5.58, -4.25, 8.38)
H (-5.45, -2.90, 9.55)
H (-1.82, -2.41, 9.11)
H (-2.60, -3.44, 10.38)
H (-3.25, -1.80, 9.93)
H (-4.03, -0.67, 7.82)
C (-8.97, 2.45, 2.25)
C (-8.16, 2.10, 3.51)
C (-8.34, 3.21, 4.54)
C (-8.69, 0.81, 4.15)
C (-8.23, -0.53, 3.58)
C (-6.71, -0.53, 3.39)
C (-6.23, 0.71, 2.63)
C (-4.70, 0.65, 2.83)
C (-6.51, 0.70, 1.12)
N (-6.73, 1.89, 3.31)
O (-6.03, 3.08, 3.06)
H (-9.19, 1.60, 1.60)
H (-9.92, 2.94, 2.47)
H (-8.41, 3.15, 1.62)
H (-7.69, 3.12, 5.40)
H (-8.16, 4.23, 4.19)
H (-9.38, 3.32, 4.86)
H (-8.56, 0.80, 5.24)
H (-9.77, 0.74, 3.97)
H (-8.50, -1.30, 4.30)
H (-8.77, -0.74, 2.65)
H (-6.30, -1.41, 2.90)
H (-6.28, -0.57, 4.40)
H (-4.32, -0.36, 2.64)
H (-4.44, 0.93, 3.85)
H (-4.13, 1.26, 2.12)
H (-6.08, -0.18, 0.62)
H (-6.01, 1.58, 0.70)
H (-7.54, 0.80, 0.78)
H (-5.55, 3.26, 3.87)
C (2.45, -6.83, -3.58)
C (1.39, -5.72, -3.70)
C (0.56, -5.58, -2.44)
C (2.21, -4.42, -3.89)
C (1.33, -3.29, -4.33)
C (0.69, -3.71, -5.67)
C (-0.17, -5.00, -5.58)
C (-1.53, -4.67, -4.98)
C (-0.40, -5.46, -7.04)
N (0.61, -6.06, -4.92)
O (-0.15, -7.25, -4.76)
H (2.02, -7.84, -3.59)
H (3.20, -6.82, -4.37)
H (2.98, -6.76, -2.63)
H (-0.24, -6.31, -2.42)
H (1.13, -5.63, -1.51)
H (0.19, -4.56, -2.32)
H (2.68, -4.30, -2.91)
H (3.09, -4.51, -4.53)
H (0.63, -3.02, -3.54)
H (1.93, -2.40, -4.56)
H (1.39, -3.73, -6.50)
H (0.01, -2.93, -6.04)
H (-1.47, -4.39, -3.93)
H (-2.20, -5.52, -5.15)
H (-2.00, -3.84, -5.49)
H (-0.89, -4.76, -7.73)
H (-1.11, -6.29, -7.06)
H (0.43, -5.79, -7.67)
H (0.35, -7.83, -5.34)

Properties
* Kohn-Sham gap: 8.310 eV
* E_LUMO: 0.385 eV
* ΔE to the lowest compared entry with this formula, charge and spin: 72.9 kcal per mole
* calculated total energy: -3389.80301 a.u.